{
  "formula": "C5H8OS2",
  "method": "ωB97M-V with the def2-TZVPD basis set",
  "elements": ["O", "C", "C", "C", "C", "C", "S", "S", "H", "H", "H", "H", "H", "H", "H", "H"],
  "positions_angstrom": [[1.39, 1.76, 0.54], [0.58, 0.93, 0.22], [-0.92, 1.22, 0.14], [-1.59, -0.15, 0.18], [-0.58, -1.08, -0.50], [0.76, -0.54, -0.03], [1.34, -1.23, 1.64], [2.13, -0.75, -1.27], [-1.20, 2.02, 1.00], [-1.11, 1.70, -0.76], [-1.77, -0.42, 1.36], [-2.57, -0.07, -0.37], [-0.68, -2.20, -0.18], [-0.50, -0.84, -1.58], [2.64, -0.92, 1.35], [2.07, 0.56, -1.72]],
  "e_above_lowest_kj_mol": 107.3,
  "total_energy_ev": -29031.570,
  "homo_lumo_gap_ev": 9.8
}



{
  "formula": "C16H40Fe2N10O28",
  "method": "ωB97M-V with the def2-TZVPD basis set",
  "elements": ["Fe", "Fe", "C", "C", "O", "H", "H", "H", "H", "H", "C", "C", "O", "H", "H", "H", "H", "H", "C", "O", "O", "O", "C", "O", "O", "O", "C", "N", "O", "O", "H", "H", "H", "C", "N", "O", "O", "H", "H", "H", "C", "N", "O", "O", "H", "H", "H", "C", "N", "O", "O", "H", "H", "H", "C", "N", "O", "O", "H", "H", "H", "C", "N", "O", "O", "H", "H", "H", "C", "N", "O", "O", "H", "H", "H", "C", "N", "O", "O", "H", "H", "H", "C", "N", "O", "O", "H", "H", "H", "C", "N", "O", "O", "H", "H", "H"],
  "positions_angstrom": [[-1.33, 1.35, 0.72], [1.25, 0.03, 2.15], [3.66, 2.95, 1.95], [4.14, 1.60, 2.50], [3.13, 0.61, 2.51], [2.89, 3.32, 2.63], [3.18, 3.00, 0.98], [4.40, 3.75, 1.95], [4.49, 1.75, 3.52], [5.02, 1.27, 1.95], [0.25, -4.09, 3.19], [1.51, -3.39, 2.80], [1.43, -2.00, 2.51], [0.62, -5.11, 3.16], [-0.49, -4.06, 2.40], [-0.08, -3.64, 4.13], [1.92, -3.86, 1.90], [2.24, -3.56, 3.59], [-0.55, 1.73, 3.21], [0.21, 0.85, 3.57], [-1.63, 1.42, 2.66], [0.07, 1.78, 2.14], [0.13, -0.50, -0.30], [1.10, 0.09, 0.16], [-0.67, 0.32, -0.76], [-0.38, -0.51, 0.82], [-2.55, 0.50, 5.66], [-2.56, 1.77, 6.49], [-1.75, 2.65, 6.21], [-3.44, 1.85, 7.33], [-3.30, -0.25, 5.90], [-1.54, 0.11, 5.80], [-2.91, 0.76, 4.66], [0.25, 2.97, -5.84], [-1.02, 2.51, -5.25], [-1.90, 2.13, -6.11], [-1.08, 2.28, -4.08], [0.81, 3.26, -4.95], [0.16, 3.70, -6.64], [0.67, 2.04, -6.23], [-0.10, -5.16, -0.56], [-1.35, -5.91, -0.64], [-2.16, -5.61, 0.25], [-1.67, -6.46, -1.68], [0.49, -5.54, -1.39], [0.36, -5.45, 0.38], [-0.26, -4.08, -0.60], [4.42, -2.91, -0.07], [3.40, -3.57, -0.84], [2.43, -2.89, -1.21], [3.53, -4.73, -1.10], [4.30, -3.42, 0.88], [4.20, -1.84, -0.08], [5.34, -3.16, -0.60], [-3.38, -2.32, 2.38], [-3.88, -1.50, 1.21], [-3.28, -0.41, 1.01], [-4.92, -1.77, 0.69], [-3.86, -2.14, 3.35], [-2.32, -2.13, 2.53], [-3.40, -3.40, 2.34], [-4.49, 2.46, -4.30], [-4.03, 1.47, -3.32], [-3.93, 0.32, -3.69], [-4.00, 1.78, -2.15], [-4.13, 3.42, -3.94], [-5.57, 2.29, -4.36], [-4.08, 2.26, -5.29], [1.24, 3.91, -1.41], [0.20, 3.96, -0.29], [-0.61, 3.07, -0.26], [0.20, 4.90, 0.49], [1.02, 4.54, -2.26], [1.37, 2.87, -1.68], [2.18, 4.21, -0.94], [-5.30, 2.09, 1.90], [-4.37, 2.88, 0.96], [-4.55, 4.04, 0.70], [-3.23, 2.29, 0.71], [-6.16, 1.94, 1.24], [-5.55, 2.67, 2.79], [-4.86, 1.13, 2.18], [0.88, -1.06, -3.53], [1.79, -0.92, -4.66], [1.89, 0.17, -5.23], [2.48, -1.92, -5.09], [0.30, -0.14, -3.41], [1.39, -1.36, -2.62], [0.16, -1.76, -3.97], [4.69, 0.65, -1.71], [5.51, -0.44, -2.24], [6.54, -0.63, -1.63], [5.23, -0.93, -3.36], [4.32, 0.46, -0.70], [3.91, 0.83, -2.45], [5.29, 1.56, -1.71]],
  "total_energy_ev": -158199.180,
  "multiplicity": 11,
  "homo_lumo_gap_ev": [6.5, 6.0]
}



{
  "formula": "C23H20FNO4",
  "method": "ωB97M-V with the def2-TZVPD basis set",
  "elements": ["F", "C", "C", "C", "C", "C", "C", "C", "C", "C", "C", "C", "C", "C", "H", "H", "H", "H", "H", "H", "H", "H", "H", "H", "C", "C", "O", "C", "C", "C", "C", "C", "C", "N", "O", "O", "C", "C", "O", "H", "H", "H", "H", "H", "H", "H", "H", "H", "H"],
  "positions_angstrom": [[-1.84, -1.13, 4.76], [-2.31, -0.67, 3.55], [-3.48, -1.24, 3.06], [-3.90, -0.85, 1.78], [-3.11, -0.04, 0.99], [-1.88, 0.49, 1.49], [-1.07, 1.20, 0.58], [0.01, 2.08, 0.89], [0.16, 3.23, 0.05], [1.21, 4.12, 0.26], [2.12, 3.90, 1.30], [1.99, 2.78, 2.12], [0.98, 1.85, 1.90], [-1.55, 0.25, 2.86], [-4.03, -1.98, 3.64], [-4.85, -1.21, 1.38], [-3.42, 0.25, -0.03], [-1.38, 1.18, -0.46], [-0.57, 3.39, -0.74], [1.31, 4.98, -0.39], [2.94, 4.61, 1.46], [2.71, 2.61, 2.93], [0.97, 0.92, 2.47], [-0.69, 0.72, 3.33], [-2.21, -4.34, 1.01], [-1.87, -3.54, -0.21], [-0.96, -2.52, 0.21], [-0.51, -1.82, -0.87], [0.61, -0.98, -0.56], [1.46, -0.47, -1.53], [1.06, -0.36, -2.90], [1.88, 0.20, -3.86], [3.16, 0.65, -3.50], [3.94, 1.33, -4.47], [5.09, 1.74, -4.19], [3.42, 1.51, -5.60], [3.62, 0.54, -2.16], [2.78, 0.02, -1.20], [-1.07, -1.96, -1.97], [-2.91, -5.12, 0.74], [-1.31, -4.79, 1.44], [-2.66, -3.70, 1.78], [-1.40, -4.18, -0.97], [-2.76, -3.08, -0.66], [0.91, -0.93, 0.48], [0.09, -0.74, -3.18], [1.56, 0.31, -4.89], [4.63, 0.87, -1.93], [3.12, -0.05, -0.16]],
  "e_above_lowest_kj_mol": 183.7,
  "total_energy_ev": -36567.859,
  "homo_lumo_gap_ev": 4.2
}



{
  "formula": "C17H14BBr2F3O9",
  "method": "ωB97M-V with the def2-TZVPD basis set",
  "elements": ["C", "C", "Br", "C", "Br", "B", "C", "O", "C", "F", "F", "F", "H", "H", "H", "H", "H", "H", "O", "C", "C", "C", "O", "C", "O", "C", "C", "O", "H", "H", "H", "H", "O", "C", "C", "C", "O", "C", "O", "C", "C", "O", "H", "H", "H", "H"],
  "positions_angstrom": [[2.45, -0.09, -0.28], [2.66, 1.36, -0.90], [3.95, 2.59, 0.01], [1.99, 1.79, -2.07], [2.35, 3.62, -2.81], [0.95, 0.75, -2.80], [-0.63, 0.98, -2.39], [-1.27, -0.22, -1.87], [-2.01, 0.03, -0.71], [-2.88, 1.13, -0.82], [-2.84, -1.09, -0.52], [-1.19, 0.12, 0.44], [2.86, -0.21, 0.79], [3.08, -0.81, -0.92], [1.37, -0.44, -0.24], [1.31, -0.12, -3.50], [-1.17, 1.25, -3.37], [-0.72, 1.89, -1.72], [5.28, -3.81, 2.84], [5.88, -3.08, 2.07], [7.27, -3.34, 1.68], [7.90, -2.51, 0.84], [9.19, -2.73, 0.46], [7.23, -1.30, 0.29], [7.84, -0.55, -0.45], [5.83, -1.06, 0.67], [5.20, -1.89, 1.50], [3.91, -1.67, 1.86], [7.75, -4.22, 2.08], [9.41, -2.00, -0.14], [5.35, -0.19, 0.26], [3.68, -2.40, 2.46], [-8.48, 0.51, 2.74], [-7.95, 0.89, 1.71], [-8.62, 1.78, 0.76], [-8.01, 2.16, -0.36], [-8.61, 2.98, -1.26], [-6.63, 1.70, -0.69], [-6.10, 2.05, -1.73], [-5.95, 0.83, 0.28], [-6.56, 0.45, 1.40], [-5.94, -0.36, 2.30], [-9.62, 2.10, 1.01], [-7.96, 3.11, -1.98], [-4.94, 0.51, 0.04], [-6.59, -0.48, 3.02]],
  "total_energy_ev": -185193.803,
  "homo_lumo_gap_ev": 7.6
}